19
Properties=species:S:1:pos:R:3:forces:R:3 method="wB97M-V/def2-TZVPD" energy_ev=-10379.00035 spin_multiplicity=1 lumo_energy_ev=-8.429 charge=+1 de_lowest_ev=6.605
O -0.769 -0.389 0.376 0.3298 -1.4087 -1.6092
C -0.511 -1.163 -0.545 -1.9946 0.9172 2.1823
C 0.399 -0.757 -1.557 1.9978 0.8799 -0.0456
C 1.692 -0.196 -1.226 -0.2906 -0.6501 -0.7288
C 2.329 -0.446 0.167 -0.0211 -1.5574 1.1266
C 1.188 0.552 2.004 1.4122 -0.7251 -0.0824
N 2.083 0.601 1.105 -0.8160 1.5653 -0.9821
N -4.107 1.473 0.276 0.1057 0.5659 0.2556
H -1.038 -2.086 -0.788 -0.3616 -0.4698 0.5936
H 0.039 -0.979 -2.566 0.4063 0.4499 -0.1946
H 2.321 -0.488 -2.080 0.3288 0.1955 0.0454
H 1.575 0.893 -1.433 -0.0336 0.1787 0.0327
H 3.415 -0.602 0.031 -0.4632 0.3965 -0.1800
H 1.969 -1.425 0.564 -0.0146 0.1735 -0.3386
H 0.952 1.501 2.490 -0.0715 -0.4378 0.2836
H 0.802 -0.421 2.357 -0.4220 0.4985 -0.1064
H -4.633 1.389 -0.569 0.1252 -0.2089 -0.1580
H -3.118 1.315 0.275 -0.1593 -0.1653 -0.1762
H -4.588 1.228 1.117 -0.0578 -0.1977 0.0820